Computed, not measured: a molecular structure, C22H35Cl2NO2Pt, with ωB97M-V with the def2-TZVPD basis set.

ORCA input file:
```
! wB97M-V def2-TZVPD RIJCOSX def2/J DEFGRID3
* xyz -2 5
C -0.66062 0.45193 -2.52394
C -1.58746 -0.62608 -2.57573
C -0.85952 -1.83831 -2.41193
C -3.03825 -0.49425 -2.79373
C 0.52558 -1.51169 -2.34136
C 0.64891 -0.09489 -2.43058
C 1.90796 0.65492 -2.46626
C -0.99788 1.88307 -2.54547
C -1.45834 -3.18583 -2.32763
C 1.66029 -2.43855 -2.17286
Pt 1.14532 0.88076 1.27250
Cl -3.78048 -0.56683 0.50129
Cl 2.83298 2.09234 2.45205
O 2.51968 -0.26293 0.36072
H -3.47676 0.18076 -2.04489
H -3.53071 -1.46386 -2.65888
H -3.25284 -0.11838 -3.80814
H -2.34696 -3.15923 -1.68243
H -0.74219 -3.90330 -1.91480
H -1.76823 -3.54462 -3.32023
H 1.30667 -3.46035 -1.98558
H 2.28032 -2.11024 -1.31992
H 2.30090 -2.45331 -3.07039
H 2.64924 0.16541 -1.82225
H 1.75546 1.66256 -2.05667
H 2.30294 0.72139 -3.49599
H -2.06138 2.01856 -2.32464
H -0.78056 2.33208 -3.52418
H -0.40685 2.40684 -1.78132
H 3.36588 0.13144 0.65882
O 1.19320 2.15828 -0.15269
H 1.84196 2.82904 0.12224
C 1.32342 0.57004 7.54698
C 0.67087 0.96492 6.25043
C 0.07390 2.22618 6.12588
C -0.45366 2.67142 4.90436
C -1.12922 4.00423 4.77641
C -0.37101 1.83375 3.79732
C 0.20853 0.55100 3.89977
C 0.66944 0.09423 5.16077
N 0.37703 -0.15634 2.73999
C 0.10662 -1.60269 2.53708
C 1.45037 -2.30984 2.61974
C -0.84248 -2.15906 3.58334
C -0.46933 -1.74998 1.13747
H 2.12452 1.27273 7.82014
H 0.60628 0.56584 8.37938
H 1.76021 -0.43030 7.46333
H 0.03100 2.88802 6.99648
H -2.16552 3.97152 5.13883
H -0.60398 4.77827 5.34492
H -1.15389 4.29752 3.72295
H -0.71647 2.16352 2.81213
H 1.10419 -0.90716 5.23742
H 1.91463 -2.11091 3.59242
H 1.30814 -3.39212 2.51291
H 2.13401 -1.95550 1.83975
H -1.83106 -1.69572 3.49261
H -0.95184 -3.23396 3.39521
H -0.45620 -2.02747 4.59759
H -1.42183 -1.20351 1.02789
H 0.22961 -1.35685 0.38747
H -0.65757 -2.80559 0.90530
*
```

Results
Kohn-Sham gap (alpha / beta) in Eh: 0.207 / 0.221
Calculated total energy in a.u.: -2104.1640
LUMO energy (alpha / beta) in eV: 4.633 / 4.608
ΔE to the lowest compared entry with this formula, charge and spin in kJ/mol: 0.0

Computed, not measured: 14 unconnected molecules or ions with the total composition C78H176N20O14, with ωB97M-V with the def2-TZVPD basis set.

ORCA input file:
```
! wB97M-V def2-TZVPD RIJCOSX def2/J DEFGRID3
* xyz 0 1
C 4.22970 -2.45975 -4.43007
C 3.75825 -3.85523 -4.89055
C 3.19977 -4.65350 -3.72218
C 1.80058 -4.22143 -3.38246
C 0.85290 -4.28520 -4.56278
C 1.35799 -3.37510 -5.73521
N 2.77569 -3.74566 -6.01564
O 3.25684 -3.16290 -7.18928
C 0.40720 -3.74120 -6.95104
C 1.19444 -1.86355 -5.30552
C 5.05666 -4.54942 -5.37114
H 4.44305 -1.88945 -5.33534
H 5.16442 -2.52434 -3.86869
H 3.56804 -1.93574 -3.74086
H 3.22798 -5.74212 -3.82078
H 3.88275 -4.54297 -2.87342
H 1.65106 -3.22986 -2.94572
H 1.49066 -4.89847 -2.57989
H -0.05765 -3.91087 -4.10010
H 0.76751 -5.31554 -4.90916
H 0.70373 -3.23707 -7.87954
H 0.58411 -4.79609 -7.16224
H -0.65553 -3.49885 -6.75735
H 1.57730 -1.65881 -4.30785
H 1.61953 -1.14342 -6.00559
H 0.12518 -1.65115 -5.22923
H 5.69011 -3.86806 -5.93782
H 4.86215 -5.41946 -6.00311
H 5.62239 -5.00771 -4.55798
H 3.57459 -2.26858 -6.99032
C -4.23052 -6.19816 -7.18739
C -3.76176 -5.95096 -5.71759
C -2.18961 -5.93758 -5.70693
C -1.52699 -4.59240 -6.09546
C -2.22946 -3.45251 -5.32148
C -3.77059 -3.42914 -5.38557
N -4.28200 -4.75881 -5.06287
O -5.68908 -4.69615 -5.11226
C -4.25128 -2.40428 -4.37035
C -4.13870 -2.94241 -6.80740
C -4.08277 -7.16506 -4.78054
H -3.49251 -6.22422 -7.98637
H -5.05652 -5.51038 -7.37559
H -4.76448 -7.14823 -7.29006
H -1.86972 -6.15851 -4.68515
H -1.68883 -6.62079 -6.39377
H -1.73147 -4.50474 -7.16464
H -0.44703 -4.47946 -5.89157
H -1.77848 -2.49576 -5.60043
H -1.95685 -3.56510 -4.26801
H -3.66549 -1.49075 -4.38702
H -5.29656 -2.09880 -4.38077
H -4.02472 -2.74756 -3.35621
H -5.19471 -3.13158 -6.99578
H -3.89886 -1.89706 -7.02437
H -3.53608 -3.38103 -7.60809
H -3.61215 -8.08810 -5.12491
H -5.15310 -7.35521 -4.88750
H -3.75947 -7.00307 -3.75487
H -6.01189 -4.74449 -4.20666
C -2.46664 1.37201 4.47120
C -3.69261 0.47360 4.84209
C -3.18640 -0.48914 5.93565
C -4.31107 -1.22382 6.66802
C -5.22733 -0.24064 7.37477
C -5.74437 0.83064 6.34856
N -4.70681 1.32871 5.43972
O -5.10374 2.38806 4.59619
C -6.89147 0.16438 5.48153
C -6.28610 2.04759 7.13102
C -4.16928 -0.17376 3.55088
H -1.47671 0.93672 4.32682
H -2.29406 2.08575 5.28419
H -2.65044 1.95964 3.56859
H -2.67205 -1.31026 5.43142
H -2.54876 0.05832 6.62855
H -3.83821 -1.89039 7.39564
H -4.77542 -1.93340 5.98056
H -4.67192 0.35965 8.09959
H -6.04194 -0.74435 7.89327
H -7.17061 0.74007 4.60447
H -6.62445 -0.86428 5.23008
H -7.67592 -0.08693 6.20189
H -6.57170 1.79068 8.15503
H -5.46505 2.72181 7.38857
H -7.10067 2.56680 6.63217
H -4.97463 -0.89020 3.74377
H -3.40745 -0.84876 3.14942
H -4.55629 0.44384 2.74473
H -4.51043 3.12086 4.79551
C 5.60698 0.99238 0.56619
C 5.12534 -0.42336 0.91868
C 4.18867 -0.79386 -0.26744
C 4.09517 -2.29767 -0.42844
C 5.49019 -3.00469 -0.49815
C 6.32994 -2.69290 0.75888
N 6.34995 -1.22765 0.91458
O 7.19989 -0.84022 1.97632
C 5.86322 -3.46933 1.98203
C 7.76167 -3.18098 0.41909
C 4.31486 -0.50866 2.26934
H 6.24145 0.99119 -0.31790
H 6.01468 1.66852 1.32671
H 4.76277 1.65848 0.35158
H 3.17779 -0.46022 -0.02829
H 4.54315 -0.49871 -1.25734
H 3.51832 -2.64357 -1.29184
H 3.48794 -2.75573 0.36113
H 5.91201 -2.87239 -1.49224
H 5.27633 -4.06202 -0.32045
H 5.94652 -4.54617 1.82732
H 6.61709 -3.30663 2.75855
H 4.92103 -3.17158 2.43780
H 7.92348 -4.23441 0.21804
H 8.18310 -2.52283 -0.34902
H 8.42177 -2.74893 1.17916
H 3.61815 -1.34316 2.23259
H 3.83413 0.46859 2.35869
H 4.99420 -0.58151 3.11768
H 7.59311 -0.01505 1.67257
C 5.30192 5.93277 -0.90433
C 4.13010 5.55443 -1.80523
C 3.86034 6.59587 -2.86055
C 3.05146 6.10328 -4.05034
C 3.44127 4.69248 -4.55392
C 3.72377 3.62360 -3.45568
N 4.46502 4.24600 -2.36839
O 5.06350 3.27459 -1.54820
C 2.39754 3.06955 -2.93122
C 4.45297 2.45497 -4.17284
C 2.91508 5.48549 -0.87001
H 6.29685 5.83803 -1.34107
H 5.33664 5.32577 0.00110
H 5.18639 6.97571 -0.59995
H 3.38647 7.42036 -2.32485
H 4.81761 6.95930 -3.24811
H 3.07351 6.78690 -4.89649
H 2.03857 6.01209 -3.64426
H 4.23564 4.75959 -5.29947
H 2.57152 4.37116 -5.13228
H 1.98824 3.64374 -2.10009
H 1.53872 2.75222 -3.52612
H 2.57623 2.10969 -2.42155
H 5.25948 2.82161 -4.80833
H 4.89908 1.77718 -3.44662
H 3.71527 1.95211 -4.79758
H 1.96184 5.56984 -1.39964
H 2.87589 6.32210 -0.16862
H 2.87390 4.54171 -0.32174
H 4.26664 2.95589 -1.09596
C 0.95645 6.49593 4.25774
C 1.43866 5.03890 3.99170
C 2.41518 5.07369 2.79381
C 3.28504 3.82237 2.66780
C 4.03028 3.67259 3.99204
C 3.17860 3.64211 5.30168
N 2.14687 4.68189 5.24700
O 1.37178 4.78764 6.40825
C 2.69844 2.20248 5.61744
C 4.24523 4.00337 6.37184
C 0.24899 4.05000 3.75137
H 0.57590 7.01179 3.37546
H 1.73849 7.12264 4.68899
H 0.21789 6.51453 5.06050
H 1.89296 5.26548 1.85257
H 3.14532 5.88873 2.80490
H 4.15615 3.88759 2.01418
H 2.60709 2.97995 2.50661
H 4.64678 4.56977 4.10112
H 4.76074 2.86234 4.00276
H 1.70778 2.06312 5.17700
H 3.32318 1.48972 5.07366
H 2.75973 1.84058 6.64333
H 4.72653 4.95559 6.16374
H 3.68589 4.04060 7.30949
H 4.94984 3.17796 6.47625
H -0.14226 3.49020 4.60500
H 0.47689 3.28522 3.00475
H -0.67410 4.52399 3.40572
H 0.90840 3.93484 6.42680
C 0.68858 1.56078 0.09523
C -0.49132 0.59221 0.37185
C -1.74736 1.46435 0.53605
C -2.30726 1.95932 -0.81063
C -2.56009 0.80737 -1.75261
C -1.35340 -0.13968 -1.90371
N -0.80772 -0.46129 -0.58918
O 0.23326 -1.41080 -0.62181
C -1.92205 -1.37464 -2.60309
C -0.36841 0.66187 -2.76896
C -0.12086 -0.06120 1.74706
H 1.60883 0.97288 0.03307
H 0.81055 2.26200 0.92024
H 0.51387 2.13898 -0.80947
H -2.40794 0.77277 1.06684
H -1.63993 2.39398 1.09652
H -1.86785 2.83578 -1.29232
H -3.29970 2.40039 -0.66213
H -2.76615 1.23791 -2.74246
H -3.56786 0.40100 -1.62604
H -1.16304 -2.16226 -2.64974
H -2.63783 -1.89421 -1.95829
H -2.50075 -1.22174 -3.49871
H 0.61438 0.23952 -2.53302
H -0.60610 0.38348 -3.79666
H -0.35560 1.73263 -2.59464
H -0.56225 -1.02287 2.00890
H -0.32544 0.61646 2.57809
H 0.96450 -0.18958 1.77554
H 0.97672 -0.89730 -0.97625
C -0.86313 -4.54068 7.28048
C 0.38381 -4.52101 6.39565
C -0.24416 -4.62049 4.98757
C 0.55097 -4.08579 3.78593
C 1.00209 -2.68879 4.14030
C 1.78746 -2.60310 5.48013
N 1.06445 -3.24556 6.56007
O 1.72212 -3.07252 7.79127
C 3.20919 -3.13962 5.09756
C 1.87380 -1.08949 5.80669
C 1.33912 -5.69597 6.73646
H -1.44777 -5.45976 7.21098
H -1.46652 -3.65160 7.09738
H -0.69100 -4.51221 8.36239
H -0.32899 -5.69881 4.80407
H -1.30032 -4.36626 4.90251
H -0.05453 -4.22120 2.88753
H 1.44450 -4.64443 3.48730
H 0.08954 -2.07472 4.21091
H 1.41557 -2.03924 3.36301
H 3.95623 -3.08001 5.88418
H 2.91085 -4.14658 4.79469
H 3.55689 -2.75825 4.13853
H 2.70412 -0.89309 6.49599
H 2.36853 -0.50203 5.02773
H 0.90992 -0.72842 6.15909
H 2.10791 -5.93850 6.00057
H 0.78957 -6.62871 6.89688
H 1.88547 -5.61434 7.67736
H 1.28588 -2.32683 8.21541
C -3.58287 5.00623 -2.93160
O -2.38109 5.29685 -2.91052
N -4.19044 4.73406 -4.09853
N -4.28534 4.64918 -1.83778
H -5.11786 4.35554 -4.18462
H -3.69381 5.08653 -4.90006
H -3.94770 4.72208 -0.88939
H -5.12852 4.09506 -1.86312
C -6.84137 1.14116 -2.70454
O -7.97028 1.20400 -2.20846
N -5.71926 1.61679 -2.11731
N -6.70986 0.77040 -3.99479
H -4.99297 1.95332 -2.72398
H -5.97517 1.96816 -1.19838
H -7.56867 0.65845 -4.50495
H -5.86754 0.85419 -4.55559
C -5.62778 3.07763 1.04291
O -6.00615 3.54159 -0.03526
N -6.28710 2.04788 1.64461
N -4.59387 3.48557 1.80992
H -6.15695 1.81875 2.61834
H -7.04482 1.63507 1.12429
H -3.84944 3.97856 1.31585
H -4.62000 2.86620 2.60308
C -1.75767 5.59645 0.44900
O -2.62775 4.72353 0.48700
N -1.13041 5.92329 -0.69517
N -1.53519 6.44150 1.48806
H -1.39252 5.45965 -1.55781
H -0.41482 6.62189 -0.60716
H -2.22196 6.43451 2.22160
H -0.78300 7.10456 1.51103
C -2.74159 -3.33492 1.04370
O -3.39803 -4.19540 1.61772
N -3.33678 -2.15626 0.70081
N -1.43389 -3.35490 0.71431
H -4.28232 -2.01708 1.00754
H -2.83737 -1.45947 0.17131
H -1.10094 -2.56371 0.18255
H -0.81776 -4.12391 0.89882
C -3.20026 1.32752 -5.72167
O -4.22838 0.94382 -5.17816
N -2.22912 0.58576 -6.35059
N -2.77632 2.59945 -5.53846
H -2.31312 -0.36520 -6.66134
H -1.48056 1.18495 -6.64089
H -3.23988 3.21446 -4.88534
H -1.87517 2.88624 -5.87572
*
```

Results
Kohn-Sham gap in Eh: 0.300
Calculated total energy in a.u.: -5225.6425
LUMO energy in eV: -0.081
ΔE to the lowest compared entry with this formula, charge and spin in kJ/mol: 692.8

Computed, not measured: 13 unconnected molecules or ions with the total composition C21H35BCl36N5O2, with ωB97M-V with the def2-TZVPD basis set.

ORCA input file:
```
! wB97M-V def2-TZVPD RIJCOSX def2/J DEFGRID3
* xyz 1 1
C -3.81284 0.47217 1.12625
C -3.97463 0.70556 -0.39779
B -2.65732 0.30136 -1.10507
O -1.43740 0.48744 -0.47081
N -2.62537 -0.29050 -2.50925
C -2.02653 -1.66113 -2.54800
C -2.21096 -2.33016 -3.90688
C -1.84480 -3.81631 -3.88488
N -0.40045 -4.08832 -3.92876
C -2.04202 0.54770 -3.44824
N -2.68960 0.85951 -4.61845
N -0.87703 1.07923 -3.22492
C -0.13249 1.93084 -4.14893
C 0.77767 1.10853 -5.07253
C 1.95857 0.41176 -4.43622
N 1.72966 -0.36872 -3.28599
O 3.03396 0.46282 -4.95274
H -3.35496 -0.50386 1.30891
H -4.77485 0.49292 1.64242
H -3.14603 1.22428 1.54506
H -4.80737 0.11984 -0.79727
H -4.19251 1.77060 -0.55778
H -0.91574 -0.31157 -0.31285
H -0.94834 -1.61350 -2.33597
H -2.54425 -2.24163 -1.78073
H -1.56469 -1.83367 -4.64629
H -3.24691 -2.20485 -4.24002
H -2.23014 -4.25356 -2.95910
H -2.33590 -4.32908 -4.71445
H -0.03775 -4.23946 -2.99536
H 0.10851 -3.29487 -4.30400
H -3.64633 0.52281 -4.54174
H -2.27981 0.40470 -5.43700
H -0.45911 0.84408 -2.33273
H -0.86027 2.45938 -4.76529
H 0.43788 2.66033 -3.57136
H 1.19027 1.78182 -5.82455
H 0.14345 0.35915 -5.55832
H 1.61959 0.23369 -2.47354
H 2.56506 -0.92347 -3.11578
C 5.60726 1.72863 -2.92845
Cl 4.10147 1.55816 -1.99555
Cl 5.74781 3.36571 -3.55401
Cl 6.98141 1.29295 -1.93147
H 5.54421 1.04477 -3.76603
C 4.77024 2.28372 1.68165
Cl 5.38071 0.68839 2.13454
Cl 3.03703 2.39650 2.02796
Cl 5.64853 3.58269 2.47320
H 4.90195 2.39086 0.61278
C -0.26759 -0.13230 -8.60451
Cl -0.94609 -1.22515 -7.37328
Cl -0.42146 -0.83126 -10.19927
Cl -1.04523 1.44687 -8.49949
H 0.78409 -0.00512 -8.37992
C 10.38769 1.14986 -4.47080
Cl 8.85624 1.93851 -4.86251
Cl 11.33042 2.13728 -3.36012
Cl 10.10688 -0.45957 -3.80513
H 10.95060 1.03978 -5.38792
C -2.00857 -6.28443 0.92637
Cl -2.73687 -6.36987 2.52397
Cl -3.09544 -6.92209 -0.30407
Cl -1.53633 -4.61627 0.55103
H -1.10533 -6.88073 0.92475
C -0.83742 -0.76686 4.06141
Cl -1.60733 -1.60978 5.39721
Cl -0.92148 -1.74898 2.58272
Cl -1.54202 0.82809 3.83755
H 0.21130 -0.63723 4.29502
C -7.27607 1.04084 4.79833
Cl -7.67756 0.67856 3.11759
Cl -8.26655 0.10566 5.91044
Cl -5.55637 0.77934 5.10143
H -7.48683 2.08917 4.95718
C 8.80961 2.35958 5.38716
Cl 7.85109 1.55622 4.14242
Cl 8.41828 1.72983 6.98671
Cl 10.53391 2.21084 5.05350
H 8.55745 3.41165 5.37327
C 2.21016 -5.40051 3.03853
Cl 2.36831 -4.65721 1.44131
Cl 0.65881 -6.22924 3.19100
Cl 3.54820 -6.49280 3.35832
H 2.23271 -4.60812 3.77477
C -1.67915 3.97364 6.69648
Cl -0.58654 3.49036 7.99548
Cl -0.77589 4.36704 5.23000
Cl -2.86887 2.71453 6.38220
H -2.20359 4.86529 7.01297
C -5.99088 4.90137 2.70672
Cl -7.11607 3.99452 1.69502
Cl -6.00814 4.28666 4.35761
Cl -4.35555 4.85827 2.04263
H -6.31026 5.93473 2.72974
C -2.47103 -1.12193 9.29231
Cl -3.11850 -1.34160 10.91405
Cl -3.66957 -1.56240 8.06793
Cl -1.91341 0.53012 9.04171
H -1.62260 -1.78337 9.17652
*
```

Results
Kohn-Sham gap in Eh: 0.326
Calculated total energy in a.u.: -17837.0030
LUMO energy in eV: -3.003

Number 1: maximum force 3.34 eV/A. Number 2: maximum force 5.65 eV/A. Number 3: maximum force 1.23 eV/A.